# C6H11N

A gas-phase ion, C6H11N (charge +1) in a non-equilibrium geometry (wB97M-V/def2-TZVPD, the OMol25 dataset).

XYZ file:
```
18
Properties=species:S:1:pos:R:3:forces:R:3:lowdin_charge:R:1
C -0.724 -1.453 -2.676 0.48 1.35 -0.20 -0.026
N -0.009 -1.970 -1.516 0.04 -0.55 1.16 -0.007
C 0.477 -1.099 -0.577 -0.78 -0.21 -2.32 -0.065
C -0.285 -0.888 0.547 -0.36 0.69 0.15 -0.016
C -0.062 0.119 1.502 -0.42 1.60 -0.41 -0.060
C 0.511 1.306 1.146 1.46 -0.53 0.66 -0.055
C 0.737 2.370 2.130 -0.43 1.28 1.10 -0.068
H -1.132 -2.187 -3.357 0.16 -0.35 0.22 0.101
H -0.097 -0.743 -3.223 0.26 -0.35 -0.13 0.104
H -1.496 -0.791 -2.274 -0.43 -0.38 -0.17 0.098
H -0.323 -2.836 -1.092 -0.63 0.07 -0.32 0.152
H 1.195 -0.437 -1.060 0.25 0.33 0.88 0.145
H -1.336 -1.168 0.464 0.36 -1.30 0.54 0.145
H -0.689 0.254 2.379 0.04 -0.85 0.19 0.136
H 0.951 1.416 0.161 -0.10 0.11 -0.06 0.117
H 1.370 3.203 1.841 0.19 -0.23 -0.46 0.089
H -0.168 2.869 2.492 -0.49 -0.07 -0.55 0.106
H 1.080 2.034 3.112 0.40 -0.61 -0.26 0.104
```
Positions in Å, forces in eV/Å.

- charge = +1
- E_LUMO (alpha / beta) (eV) = -4.60 / -6.98
- multiplicity = 2
- expectation value of S² = 0.783
- relative energy (zero: lowest compared OMol25 entry of this formula, charge and spin) (eV) = 1.793

# C25H23Cl2FeNO7S2

A molecular structure, C25H23Cl2FeNO7S2 in a non-equilibrium geometry (wB97M-V/def2-TZVPD, the OMol25 dataset).

XYZ file:
```
61
Properties=species:S:1:pos:R:3:forces:R:3:lowdin_charge:R:1
Fe 0.834 -0.465 0.025 0.72 -0.27 0.78 0.708
C 2.815 -1.145 1.362 0.05 -0.03 -0.04 -0.272
C 2.618 -2.274 0.555 0.01 0.08 -0.05 -0.252
C 1.388 -2.886 0.945 -0.14 0.07 -0.11 -0.271
C 0.814 -2.105 1.962 0.01 -0.01 0.03 -0.275
C 1.662 -0.980 2.177 -0.14 0.21 -0.20 -0.276
C 1.497 0.120 3.187 0.04 -0.02 0.05 -0.046
C -0.395 -2.449 2.781 -0.04 -0.02 -0.01 -0.050
C 0.940 -4.239 0.473 0.00 -0.02 -0.01 -0.077
C 3.531 -2.806 -0.509 0.01 -0.03 0.00 -0.047
C 4.046 -0.298 1.471 -0.01 0.06 0.02 -0.037
H 1.768 1.085 2.752 -0.01 0.00 -0.01 0.070
H 2.128 -0.038 4.072 -0.01 -0.01 0.00 0.070
H 0.463 0.201 3.528 -0.01 0.01 -0.02 0.064
H -0.311 -3.459 3.198 0.02 0.01 0.01 0.070
H -1.337 -2.413 2.226 0.02 0.00 -0.01 0.052
H -0.497 -1.761 3.622 0.00 0.00 0.00 0.063
H 0.937 -4.319 -0.619 -0.02 0.01 0.00 0.075
H -0.065 -4.482 0.827 0.01 0.00 0.02 0.058
H 1.603 -5.033 0.842 0.02 0.01 -0.01 0.070
H 3.056 -2.794 -1.494 -0.01 0.00 0.01 0.079
H 3.837 -3.841 -0.307 0.00 0.00 0.01 0.065
H 4.435 -2.202 -0.590 -0.01 0.01 0.00 0.062
H 4.377 -0.258 2.515 0.03 -0.05 -0.01 0.074
H 3.879 0.727 1.145 -0.02 -0.01 0.02 0.056
H 4.865 -0.709 0.879 -0.01 0.01 -0.02 0.064
O 1.745 0.995 -3.385 0.01 -0.05 -0.03 -0.303
S 0.426 0.633 -2.949 -0.06 -0.03 0.07 0.511
O -0.501 0.281 -4.012 -0.01 0.04 -0.03 -0.353
O 0.385 -0.456 -1.920 0.06 0.03 -0.16 -0.373
C -0.297 2.092 -2.082 0.06 -0.37 0.41 -0.158
C -1.542 2.353 -2.527 -0.02 0.05 -0.30 -0.025
C -2.690 3.272 -2.094 0.62 -0.21 0.62 -0.345
C -2.297 4.652 -1.606 -0.39 -0.16 -0.47 -0.239
C 0.209 3.949 -0.353 0.67 -0.83 0.02 -0.237
C 0.445 2.663 -0.874 -0.09 1.06 -0.75 -0.319
S 2.227 2.330 -0.521 -0.02 -0.28 0.13 0.465
O 3.002 2.988 -1.538 -0.01 0.06 -0.04 -0.301
O 2.409 2.821 0.828 0.07 0.02 0.01 -0.324
O 2.324 0.853 -0.571 -0.04 0.27 -0.23 -0.380
H -1.815 1.709 -3.358 -0.03 0.04 0.00 0.098
H -3.414 3.368 -2.903 0.01 -0.02 -0.03 0.112
H -1.058 5.641 -0.132 0.11 0.00 -0.57 0.008
H -1.877 4.532 1.241 0.22 -0.65 -0.31 0.072
Cl -1.413 4.319 -0.206 -0.61 1.88 1.21 0.778
C -2.177 2.594 0.054 -0.46 -0.80 0.43 -0.223
C -3.369 2.575 -0.817 0.05 0.33 -0.33 -0.317
C -3.946 1.241 -1.034 -0.28 -0.03 0.11 -0.528
Cl -5.468 1.196 -1.877 0.00 -0.01 0.02 0.674
C -3.343 0.052 -0.634 0.06 0.07 -0.12 -0.172
C -3.839 -1.244 -0.887 0.02 0.01 -0.02 -0.034
C -3.011 -2.323 -0.673 0.00 -0.02 0.00 -0.050
C -1.711 -2.106 -0.236 -0.01 0.06 -0.05 -0.107
N -1.254 -0.896 0.099 -0.55 -0.15 -0.09 0.080
C -2.052 0.154 -0.037 -0.08 -0.02 0.27 -0.097
C -1.479 1.465 0.325 0.60 -0.02 -0.88 -0.302
O -0.174 1.457 0.499 -0.38 -0.26 0.66 -0.107
H -4.164 3.268 -0.508 0.01 0.00 0.04 0.133
H -4.835 -1.366 -1.289 0.01 -0.02 -0.03 0.080
H -3.339 -3.332 -0.887 -0.01 0.00 -0.01 0.099
H -0.996 -2.910 -0.157 -0.02 -0.02 0.00 0.085
```
Positions in Å, forces in eV/Å.

- charge = -2
- E_LUMO (alpha / beta) (eV) = 4.16 / 3.63
- multiplicity = 5
- expectation value of S² = 6.384
- relative energy (zero: lowest compared OMol25 entry of this formula, charge and spin) (eV) = 21.667

# C41H79NO23P

7 unconnected molecules or ions with the total composition C41H79NO23P in a non-equilibrium geometry (wB97M-V/def2-TZVPD, the OMol25 dataset).

XYZ file:
```
145
Properties=species:S:1:pos:R:3:forces:R:3:lowdin_charge:R:1
C -5.013 -0.343 1.037 -0.01 0.21 -0.55 -0.111
C -5.369 -1.310 -0.129 0.56 -0.18 0.87 -0.227
C -4.892 -2.769 0.179 -0.42 0.44 -0.60 -0.201
C -4.042 -3.384 -0.973 -0.29 -0.12 0.99 -0.192
C -2.509 -3.234 -0.741 -0.50 -0.34 -0.81 -0.178
C -1.790 -2.297 -1.773 -0.40 -0.36 1.34 -0.171
C -1.441 -0.959 -1.098 0.87 0.08 0.13 -0.215
C -0.228 -0.243 -1.720 -0.90 0.88 -0.90 -0.188
C -0.015 1.192 -1.177 0.64 -0.56 0.71 -0.153
C 0.980 1.222 0.046 -0.36 0.76 -0.64 -0.109
C 0.606 2.377 0.961 0.57 -0.41 -0.16 -0.118
C 1.336 3.527 0.876 -0.55 0.43 0.29 0.119
C 0.977 4.628 1.683 0.76 0.21 -0.40 -0.265
O 1.732 5.735 1.519 0.55 -0.49 0.24 0.049
C -0.098 4.562 2.534 -0.61 0.04 0.48 -0.086
P -0.475 6.095 3.472 0.15 2.06 0.19 0.515
O -0.048 7.294 2.775 0.32 -0.14 -0.63 -0.204
O 0.378 6.026 4.856 -1.65 -1.82 -0.83 -0.136
O -2.042 6.269 3.828 1.01 -1.25 0.69 -0.104
N -0.798 3.373 2.614 0.23 0.19 0.40 0.041
C -1.957 3.272 3.517 -0.88 -0.24 -0.06 -0.064
C -3.288 3.582 2.770 -0.52 -0.44 0.67 -0.161
O -3.288 3.052 1.463 0.07 0.84 0.31 -0.165
C -3.737 3.970 0.463 -0.73 -0.30 -1.69 -0.232
C -4.532 3.173 -0.597 0.73 -0.54 0.41 -0.055
C -0.477 2.317 1.873 -0.33 -1.10 -0.66 -0.106
C -1.249 1.012 1.916 0.41 -0.15 0.19 -0.076
C -0.505 -0.145 2.676 -0.15 0.09 1.08 -0.360
C -1.412 -0.604 3.854 0.13 0.12 -0.51 -0.063
C 0.860 0.238 3.290 0.10 -0.93 -0.08 -0.065
H -4.046 0.150 0.856 -0.12 -0.23 0.16 0.039
H -5.750 0.468 1.117 0.15 -0.18 0.09 0.065
H -4.962 -0.879 1.994 -0.11 0.18 -0.19 0.065
H -4.858 -1.003 -1.052 -0.39 0.24 0.17 0.091
H -6.456 -1.270 -0.266 0.29 -0.14 -0.27 0.102
H -4.324 -2.749 1.119 -0.05 -0.25 -0.24 0.089
H -5.784 -3.386 0.351 0.28 0.04 0.04 0.104
H -4.364 -2.931 -1.921 0.17 -0.19 0.15 0.102
H -4.305 -4.449 -1.011 0.18 0.19 -0.17 0.097
H -2.360 -2.900 0.294 0.17 0.04 -0.26 0.092
H -2.081 -4.246 -0.798 0.05 0.32 0.01 0.093
H -0.897 -2.828 -2.124 -0.07 0.42 -0.10 0.110
H -2.481 -2.137 -2.608 0.41 0.00 -0.05 0.109
H -1.190 -1.129 -0.036 -0.20 -0.21 -0.24 0.085
H -2.315 -0.284 -1.090 0.20 -0.16 -0.12 0.110
H -0.447 -0.109 -2.793 0.17 -0.25 0.20 0.121
H 0.698 -0.831 -1.674 -0.22 0.07 0.14 0.115
H 0.410 1.833 -1.957 -0.20 -0.04 0.18 0.119
H -0.956 1.642 -0.829 0.01 -0.14 -0.48 0.101
H 1.965 1.475 -0.367 -0.09 -0.37 0.27 0.122
H 1.055 0.258 0.554 -0.22 0.19 -0.08 0.108
H 2.174 3.647 0.192 -0.13 -0.07 0.19 0.157
H 2.133 6.035 2.347 -0.34 0.31 -0.08 0.138
H 0.175 5.196 5.323 0.44 0.18 0.30 0.101
H -2.157 6.096 4.778 -0.46 0.28 -0.17 0.098
H -2.050 2.259 3.915 0.50 0.15 -0.25 0.114
H -1.831 3.901 4.402 0.06 0.05 -0.38 0.113
H -4.069 3.046 3.341 0.21 0.24 -0.04 0.142
H -3.559 4.641 2.812 0.38 -0.12 -0.24 0.112
H -4.401 4.753 0.850 0.41 -0.11 0.31 0.122
H -2.895 4.428 -0.083 0.04 0.02 0.60 0.120
H -4.040 2.191 -0.679 -0.19 0.20 -0.06 0.063
H -5.567 2.988 -0.295 0.16 0.18 -0.17 0.079
H -4.454 3.629 -1.589 -0.30 0.12 0.29 0.082
H -2.244 1.113 2.344 0.18 0.12 -0.24 0.092
H -1.397 0.734 0.869 -0.06 0.03 0.27 0.087
H -0.361 -1.026 2.036 -0.03 0.41 -0.14 0.125
H -1.012 -1.510 4.324 -0.07 0.27 -0.02 0.089
H -2.432 -0.818 3.506 0.23 0.06 0.14 0.080
H -1.439 0.208 4.596 -0.13 -0.31 0.02 0.076
H 1.190 -0.627 3.885 -0.06 0.27 -0.09 0.092
H 1.647 0.369 2.538 -0.18 0.35 0.25 0.073
H 0.813 1.081 3.994 -0.04 -0.01 -0.35 0.088
C -5.910 -6.000 3.499 -0.25 0.06 0.14 -0.039
O -4.868 -5.996 2.521 -0.02 0.09 -0.04 -0.010
C -3.941 -6.940 2.698 0.03 0.04 -0.08 -0.623
O -3.921 -7.756 3.579 0.01 0.04 -0.02 0.135
O -3.039 -6.810 1.723 0.02 0.08 -0.06 -0.009
C -1.971 -7.759 1.769 0.26 -0.21 -0.07 -0.035
H -6.591 -5.192 3.243 0.13 0.02 -0.16 0.090
H -6.456 -6.941 3.475 0.11 -0.04 0.09 0.100
H -5.505 -5.818 4.493 0.02 -0.15 -0.01 0.098
H -2.352 -8.773 1.662 -0.02 0.02 0.13 0.103
H -1.403 -7.662 2.693 -0.13 -0.06 0.06 0.099
H -1.313 -7.545 0.930 -0.14 0.14 -0.04 0.083
C 3.947 -3.153 -3.538 -0.13 -0.33 0.02 -0.032
O 4.794 -2.065 -3.913 0.00 0.00 0.02 0.005
C 4.213 -0.870 -3.842 0.14 -0.06 -0.08 -0.620
O 3.077 -0.656 -3.500 -0.02 0.06 0.10 0.108
O 5.103 0.048 -4.216 -0.02 -0.02 0.03 0.011
C 4.615 1.389 -4.192 0.00 0.29 -0.07 -0.041
H 4.526 -4.068 -3.638 0.18 0.16 -0.07 0.092
H 3.628 -3.053 -2.501 -0.08 0.09 -0.06 0.095
H 3.085 -3.215 -4.200 -0.04 0.10 0.08 0.102
H 4.321 1.673 -3.182 -0.10 -0.06 -0.04 0.090
H 3.779 1.507 -4.880 -0.07 -0.05 0.11 0.099
H 5.429 2.032 -4.515 0.10 -0.18 -0.01 0.096
C -2.220 -7.192 -2.533 -0.29 0.07 0.15 -0.039
O -1.191 -7.152 -3.519 0.02 0.05 -0.02 0.006
C -0.253 -8.091 -3.367 0.02 0.02 -0.09 -0.621
O -0.222 -8.920 -2.496 0.00 0.05 0.02 0.125
O 0.641 -7.945 -4.344 -0.03 0.05 0.01 0.006
C 1.712 -8.891 -4.306 0.26 -0.15 -0.09 -0.036
H -2.919 -6.390 -2.758 0.15 0.05 -0.18 0.090
H -2.756 -8.140 -2.572 0.12 -0.04 0.09 0.103
H -1.807 -7.028 -1.538 0.01 -0.14 0.00 0.081
H 1.333 -9.906 -4.414 -0.02 0.02 0.14 0.100
H 2.280 -8.792 -3.383 -0.11 -0.08 0.05 0.098
H 2.365 -8.668 -5.146 -0.14 0.16 -0.04 0.089
C 3.068 6.611 -5.099 0.11 -0.03 -0.30 -0.035
O 2.976 7.177 -3.789 -0.01 -0.02 0.05 0.010
C 1.941 6.743 -3.075 0.09 0.12 -0.03 -0.620
O 1.115 5.943 -3.436 0.04 -0.05 0.06 0.117
O 1.975 7.346 -1.885 0.02 -0.05 -0.02 0.019
C 0.910 6.973 -1.013 -0.29 0.22 0.14 -0.039
H 3.946 7.043 -5.572 0.01 0.10 0.19 0.096
H 3.193 5.531 -5.043 -0.14 0.01 0.01 0.092
H 2.189 6.864 -5.689 -0.05 -0.11 0.07 0.100
H 0.947 5.906 -0.801 -0.09 -0.02 -0.18 0.073
H -0.053 7.244 -1.444 0.02 -0.14 -0.10 0.106
H 1.039 7.518 -0.083 0.17 0.06 -0.10 0.090
C 6.976 -4.556 -6.231 0.17 0.28 0.13 -0.041
O 5.935 -5.335 -6.820 -0.08 0.02 0.01 0.000
C 6.259 -6.613 -7.028 -0.04 0.03 -0.04 -0.623
O 7.314 -7.125 -6.764 -0.03 0.01 0.01 0.129
O 5.207 -7.223 -7.578 -0.05 0.04 0.03 0.000
C 5.415 -8.609 -7.858 -0.06 -0.28 -0.10 -0.041
H 6.601 -3.542 -6.109 -0.22 -0.09 -0.10 0.088
H 7.241 -4.947 -5.249 0.10 -0.10 -0.09 0.098
H 7.851 -4.527 -6.879 0.03 -0.14 0.07 0.099
H 5.619 -9.160 -6.941 0.14 0.05 -0.03 0.097
H 6.227 -8.740 -8.571 0.07 0.01 0.12 0.099
H 4.496 -8.987 -8.299 -0.06 0.20 0.02 0.093
C 1.559 8.203 5.911 0.20 0.47 -0.04 -0.053
O 1.548 8.635 7.273 -0.04 0.00 0.01 0.012
C 2.759 8.699 7.833 -0.02 0.09 0.11 -0.621
O 3.799 8.429 7.293 -0.05 -0.04 -0.02 0.126
O 2.612 9.112 9.091 -0.05 -0.03 -0.04 0.007
C 3.837 9.228 9.819 0.21 0.07 0.25 -0.036
H 0.534 8.194 5.566 -0.07 0.18 0.24 0.076
H 2.126 8.900 5.293 0.10 -0.08 0.05 0.110
H 1.971 7.205 5.833 0.24 0.10 0.06 0.079
H 4.493 9.961 9.353 0.02 -0.11 -0.08 0.100
H 4.335 8.262 9.891 0.04 0.04 -0.13 0.098
H 3.583 9.569 10.819 -0.20 0.00 -0.08 0.095
```
Positions in Å, forces in eV/Å.

- charge = +1
- E_LUMO (eV) = -4.00